Molecular formula: C30H47ClP2Y
Method: DFT, ωB97M-V/def2-TZVPD

## Properties
- Maximum force: 8.845 eV/Å
- Highest occupied orbital energy: -0.322 Eh
- Energy: -64004.615 eV
- Net charge: +1
- LUMO energy: -2.8407 eV
- Frontier orbital gap: 5.92 eV
- ΔE to the lowest compared entry with this formula, charge and spin: 4.827 eV

Each line ends with the Löwdin charge.
Cartesian coordinates (Å):
C -0.226 1.756 -3.411  -0.133
H 1.126 -4.418 0.765  0.101
C -1.088 -1.006 -4.259  -0.159
C 3.785 2.442 -1.247  -0.254
H 0.667 -2.256 -4.160  0.125
H -2.105 -3.815 2.572  0.102
H 1.859 1.752 -3.789  0.129
H 1.079 -0.589 -4.523  0.122
H -2.556 -1.581 3.807  0.073
H 2.547 -0.018 -2.744  0.088
H -5.003 -0.976 -0.954  0.072
C -0.613 -1.386 2.942  -0.236
H -1.726 5.814 2.477  0.099
H -4.549 0.753 -0.875  0.081
H -1.192 2.718 5.429  0.105
P 3.073 0.836 -0.728  0.961
H -1.551 -2.005 -4.406  0.121
H 1.698 0.561 4.022  0.071
C 1.467 -0.495 4.196  -0.047
H 0.862 -0.570 5.108  0.083
C -0.482 2.286 3.445  -0.070
C 0.774 -1.117 3.046  -0.244
C -1.069 3.092 4.412  -0.081
C 1.652 0.312 -2.210  -0.446
C -1.488 4.395 4.079  -0.096
C 4.403 -0.360 -1.075  -0.283
H -0.295 1.484 -4.477  0.123
H 3.209 -2.096 0.805  0.045
C -0.228 2.739 2.131  -0.335
H -0.268 -1.081 -1.924  0.034
H -2.901 0.071 -3.941  0.124
C 2.892 -1.932 1.840  -0.076
C -0.816 3.991 1.787  -0.642
H 3.352 3.272 -0.658  0.058
H 2.420 -1.001 4.385  0.081
H -0.455 2.829 -3.393  0.123
H 3.442 -1.065 2.226  0.077
H -2.170 1.396 -0.572  0.071
H 4.868 2.441 -1.051  0.061
H -1.125 -0.497 -5.232  0.119
H 1.391 1.413 1.718  0.016
C -2.529 -2.380 -1.626  -0.170
C 0.405 -1.215 -3.918  -0.125
H -1.976 0.083 3.702  0.069
H 4.029 -1.242 -1.615  0.049
C 0.748 -3.527 0.221  -0.083
H 4.847 -0.672 -0.119  0.045
C 0.434 -2.426 1.172  -0.347
H 3.209 -2.815 2.422  0.098
H 1.526 -3.250 -0.512  0.051
H 0.977 2.586 0.364  -0.029
H 5.176 0.133 -1.680  0.051
C -1.444 1.113 -2.674  -0.355
H -1.491 -2.672 -1.835  0.055
C -1.992 -0.151 -3.357  -0.346
C -1.379 4.824 2.750  -0.123
H -4.989 0.004 -2.470  0.077
C 1.197 1.616 -2.915  -0.216
H -1.303 -0.996 4.938  0.085
H 3.599 2.594 -2.319  0.047
H -0.138 -3.852 -0.347  0.057
H -3.165 -2.891 -2.371  0.089
C -1.660 -0.952 3.897  -0.042
H -1.914 -3.769 0.820  0.050
C -1.688 0.650 -1.215  -0.382
P -2.829 -0.645 -1.802  0.925
C 0.594 1.981 1.199  -0.261
H -1.904 5.044 4.843  0.097
C -0.816 -2.269 1.856  -0.263
H -2.214 1.885 -2.885  0.139
C 0.759 -0.990 -2.406  -0.247
Y 0.300 0.021 -0.383  1.322
H 1.428 2.487 -2.276  0.093
H 1.348 -1.850 -2.052  0.110
H -2.922 -2.544 1.642  0.073
H -2.797 -2.720 -0.618  0.035
C -4.500 -0.160 -1.494  -0.151
Cl -0.841 4.482 0.139  0.667
C -2.002 -3.138 1.706  -0.077
C 1.431 -1.733 1.948  -0.296
H -0.177 1.266 3.702  0.067